Entry 1:
Molecular formula: C18H36N5O2P3Tc
Method: DFT, wB97M-V/def2-TZVPD

## Properties
2S+1: 4
Frontier orbital gap (alpha / beta), eV: 6.77 / 5.20
Highest occupied orbital energy (alpha / beta), eV: -19.26 / -19.26
Net charge: +4
Expectation value of S²: 3.75

Each line ends with the Löwdin charge.
Element x y z (Å)
P (4.709945, -0.681609, -0.160552)  1.061
C (4.386621, -0.411596, 1.625895)  -0.226
H (5.196890, 0.124525, 2.123619)  0.072
H (4.178804, -1.358808, 2.133671)  0.055
H (3.470161, 0.191327, 1.650339)  0.028
C (4.342426, -2.482685, -0.176610)  -0.226
H (3.981258, -2.701023, -1.190753)  0.051
H (3.544910, -2.741424, 0.540346)  -0.001
H (5.262641, -3.045596, 0.022960)  0.085
C (6.537757, -0.606502, -0.344349)  -0.205
H (7.044391, -1.267919, 0.370006)  0.092
H (6.841318, 0.442681, -0.213766)  0.069
H (6.750484, -0.896786, -1.383772)  0.069
P (-1.787571, 5.427592, -0.227764)  1.048
C (-2.195018, 6.662255, 1.073029)  -0.213
H (-2.656926, 7.573656, 0.676496)  0.092
H (-1.280290, 6.931198, 1.616408)  0.069
H (-2.885590, 6.200461, 1.789698)  0.065
C (-0.743029, 6.453648, -1.341408)  -0.221
H (-0.772670, 6.029955, -2.352532)  0.057
H (0.290018, 6.407422, -0.976679)  0.057
H (-1.054833, 7.502654, -1.379842)  0.092
C (-3.330414, 5.428284, -1.231532)  -0.221
H (-3.759786, 6.423567, -1.380309)  0.092
H (-4.075596, 4.793826, -0.739730)  0.057
H (-3.102809, 4.990545, -2.210962)  0.053
P (-3.158178, -3.241645, -0.274898)  1.065
C (-3.038982, -2.630060, 1.456292)  -0.216
H (-3.805035, -3.032703, 2.123956)  0.091
H (-3.144096, -1.542157, 1.391709)  0.038
H (-2.049194, -2.830251, 1.882117)  0.015
C (-4.901941, -3.792264, -0.448974)  -0.206
H (-5.223818, -4.444379, 0.371413)  0.093
H (-4.958486, -4.331945, -1.402630)  0.072
H (-5.553963, -2.914094, -0.522860)  0.065
C (-2.374712, -4.885555, -0.052470)  -0.213
H (-2.996449, -5.548821, 0.562089)  0.094
H (-1.381846, -4.766066, 0.397742)  0.050
H (-2.252844, -5.307519, -1.057202)  0.066
Tc (-0.116556, 0.772299, -0.961797)  1.089
C (0.916566, 2.234424, -0.075642)  -0.124
O (1.416315, 3.110809, 0.493533)  0.156
C (-1.718642, 1.519915, -0.062541)  -0.145
O (-2.588532, 2.032697, 0.505432)  0.137
C (-1.369514, 0.321495, -2.550982)  -0.171
C (-0.848285, -0.873484, -2.044651)  -0.175
C (0.530585, -1.019932, -1.868287)  -0.156
C (1.386611, 0.022635, -2.237534)  -0.163
C (0.869347, 1.231852, -2.720119)  -0.169
C (-0.517791, 1.396972, -2.862475)  -0.180
H (-2.439617, 0.450223, -2.629816)  0.145
H (-1.528175, -1.658220, -1.721042)  0.073
H (0.927161, -1.888744, -1.352094)  0.126
H (2.454054, -0.068024, -2.051893)  0.102
H (1.530110, 2.073287, -2.896184)  0.149
H (-0.929468, 2.349558, -3.176080)  0.143
N (1.110546, -4.749434, 3.414449)  0.157
N (1.130136, -3.435818, 2.965301)  -0.229
N (0.081393, -2.628593, 3.282795)  0.139
C (0.260012, -1.648626, 2.385178)  -0.252
N (1.236354, -1.895592, 1.499353)  -0.012
N (1.765909, -3.087298, 1.843785)  0.055
H (2.031506, -5.159786, 3.344093)  0.118
H (0.713006, -4.768508, 4.344755)  0.121
H (-0.356564, -0.756304, 2.394242)  0.101

Cartesian forces (eV/Å) of the 3 atoms listed first:
2.1400 -2.6318 3.0724
-0.6743 1.2081 -0.3611
-0.0823 0.1071 -0.1984


Entry 2:
Molecular formula: C18H37BF13O8P2S
Method: DFT, wB97M-V/def2-TZVPD

## Properties
Frontier orbital gap, eV: 6.72
Highest occupied orbital energy, eV: -4.60
Net charge: -1

Each line ends with the Löwdin charge.
Element x y z (Å)
B (1.119112, 0.043944, 0.230150)  -0.461
C (1.214723, 1.004627, 1.579900)  -0.267
C (-0.104201, 1.689581, 2.002204)  -0.131
C (-0.480186, 2.921419, 1.178087)  -0.424
F (0.589916, 3.259675, 0.403228)  0.099
F (-0.649728, 4.002513, 1.987992)  0.097
C (-1.689560, 2.763682, 0.199006)  -0.325
F (-1.404626, 2.096617, -0.922982)  0.152
F (-1.975605, 4.029942, -0.224803)  0.110
C (-3.017590, 2.219793, 0.861682)  -0.351
F (-2.978303, 2.518780, 2.168946)  0.145
F (-4.018552, 2.962352, 0.331683)  0.128
C (-3.378705, 0.739559, 0.532412)  -0.412
F (-2.330263, -0.069998, 0.458236)  0.138
F (-3.905419, 0.740100, -0.704892)  0.132
S (-4.650179, -0.079115, 1.702096)  0.785
F (-5.363923, 1.296557, 1.993867)  -0.118
F (-5.647033, -0.357727, 0.490628)  -0.142
F (-4.031274, -1.523871, 1.423029)  -0.144
F (-3.685069, 0.043441, 2.945079)  -0.121
F (-5.721015, -0.769368, 2.650958)  -0.133
H (1.513872, -1.080700, 0.521938)  -0.021
H (0.017631, 0.024942, -0.290220)  -0.023
H (1.903907, 0.437195, -0.634881)  -0.019
H (2.036978, 1.721340, 1.560011)  0.069
H (1.444634, 0.339963, 2.422424)  0.065
H (0.071172, 2.068444, 3.017034)  0.115
H (-0.913972, 0.970945, 2.116295)  0.099
O (0.020556, -4.778387, 2.418860)  -0.200
P (-0.825359, -5.318253, 3.508058)  0.542
O (-1.528838, -4.037585, 4.215288)  -0.191
C (-2.560773, -3.331387, 3.516089)  -0.273
C (-3.849481, -4.133328, 3.439307)  -0.078
O (0.299030, -5.683460, 4.647955)  -0.221
C (1.684964, -5.728601, 4.309958)  -0.306
C (2.360644, -4.390231, 4.542658)  -0.070
O (-1.860607, -6.425149, 4.155260)  -0.201
C (-1.900382, -7.736102, 3.554369)  -0.270
C (-0.585874, -8.486055, 3.675751)  -0.081
H (-2.212577, -3.059902, 2.516430)  0.112
H (-2.738456, -2.407640, 4.065020)  0.114
H (-3.725155, -5.019021, 2.810928)  0.068
H (-4.652693, -3.529641, 3.016614)  0.063
H (-4.147054, -4.479451, 4.429500)  0.081
H (1.817900, -6.058726, 3.279483)  0.098
H (2.143791, -6.489683, 4.946349)  0.111
H (1.759293, -3.560721, 4.174810)  0.080
H (3.336131, -4.360434, 4.055528)  0.078
H (2.508167, -4.225124, 5.612252)  0.071
H (-2.190981, -7.643148, 2.504403)  0.115
H (-2.688171, -8.286955, 4.067204)  0.116
H (0.192957, -8.022448, 3.065491)  0.071
H (-0.703626, -9.516427, 3.336969)  0.078
H (-0.234322, -8.487030, 4.706422)  0.084
O (3.576471, 4.771825, -3.571895)  -0.219
P (2.545379, 4.354433, -4.556807)  0.539
O (1.671091, 3.198693, -3.850103)  -0.182
C (0.764550, 3.551872, -2.789091)  -0.256
C (-0.443706, 4.309156, -3.313601)  -0.074
O (3.439167, 3.443148, -5.593850)  -0.219
C (4.862031, 3.480557, -5.555750)  -0.312
C (5.422543, 2.401516, -4.647296)  -0.072
O (1.455602, 4.663284, -5.755860)  -0.199
C (1.592504, 5.896920, -6.488001)  -0.273
C (2.890368, 5.982857, -7.271900)  -0.083
H (1.289238, 4.141484, -2.033803)  0.113
H (0.447179, 2.627157, -2.316050)  0.108
H (-0.156306, 5.290056, -3.705800)  0.063
H (-1.172536, 4.463617, -2.519502)  0.060
H (-0.916313, 3.762010, -4.129975)  0.084
H (5.212558, 4.468181, -5.253411)  0.095
H (5.214177, 3.321059, -6.578440)  0.111
H (4.873457, 2.332723, -3.709755)  0.081
H (6.475202, 2.590269, -4.427823)  0.073
H (5.344919, 1.425785, -5.130352)  0.073
H (1.508578, 6.739048, -5.795347)  0.114
H (0.745239, 5.946218, -7.171237)  0.116
H (3.752056, 6.062945, -6.604535)  0.069
H (2.887331, 6.862777, -7.917291)  0.077
H (3.033391, 5.092671, -7.882589)  0.084

Cartesian forces (eV/Å) of the 3 atoms listed first:
0.7869 0.2016 -0.2287
-0.6243 -0.8094 -0.0789
0.8319 0.3513 0.8257


Entry 3:
Molecular formula: C18H37Br14ClNO2
Method: DFT, wB97M-V/def2-TZVPD

## Properties
Frontier orbital gap, eV: 4.57
Highest occupied orbital energy, eV: -2.83
Net charge: -1

Each line ends with the Löwdin charge.
Element x y z (Å)
C (-3.052675, 1.156364, -0.671663)  -0.146
C (-2.444119, -0.054448, 0.045172)  -0.327
C (-1.669620, -0.994510, -0.877071)  -0.770
Cl (-2.746269, -1.513988, -2.373393)  0.372
N (-0.459554, -0.435025, -1.233174)  -0.080
C (0.616134, -1.258940, -0.845832)  -0.369
O (1.884612, -0.651071, -1.094204)  -0.337
O (2.175577, 0.258691, -0.030571)  -0.356
H (-2.451007, 1.437744, -1.534838)  0.024
H (-3.149181, 1.991968, 0.019485)  0.011
H (-4.027048, 0.869192, -1.065414)  0.045
H (-1.777180, 0.271266, 0.837495)  0.024
H (-3.278317, -0.624525, 0.480530)  0.082
H (-1.454120, -1.919426, -0.321617)  0.023
H (0.645219, -2.189237, -1.445048)  0.058
H (0.541748, -1.568779, 0.229249)  0.108
H (1.797442, -0.064960, 0.802624)  0.079
Br (-2.097325, -0.165038, 3.435520)  0.682
C (-2.019962, 1.508156, 4.424372)  -0.686
C (-3.347807, 2.217350, 4.441183)  -0.704
Br (-3.724282, 3.093088, 2.749559)  0.643
H (-1.230073, 2.101539, 3.974911)  0.051
H (-1.732377, 1.229634, 5.436335)  0.050
H (-3.342509, 3.015322, 5.180873)  0.050
H (-4.176787, 1.545657, 4.638387)  0.047
Br (6.488548, 2.160339, -2.166961)  0.587
C (6.530119, 1.276025, -0.427593)  -0.759
C (6.252287, -0.197300, -0.535743)  -0.674
Br (4.337079, -0.512470, -0.794486)  0.904
H (5.798260, 1.775385, 0.200594)  -0.059
H (7.534401, 1.458324, -0.044810)  0.047
H (6.506303, -0.697841, 0.398052)  0.038
H (6.793032, -0.665758, -1.353871)  0.043
Br (-1.815659, 3.802848, -3.267642)  0.603
C (-0.995803, 4.427350, -1.619983)  -0.690
C (0.499909, 4.522838, -1.759234)  -0.716
Br (1.313616, 2.763638, -1.673615)  0.706
H (-1.300711, 3.741179, -0.834642)  0.040
H (-1.434123, 5.406946, -1.436705)  0.050
H (0.928358, 5.083391, -0.929963)  0.048
H (0.801555, 4.979827, -2.696687)  0.040
Br (-4.579505, 1.843653, -4.378795)  0.608
C (-6.347004, 1.051516, -4.449739)  -0.701
C (-7.431338, 2.095770, -4.437100)  -0.708
Br (-7.695538, 2.845177, -2.660266)  0.590
H (-6.414212, 0.362523, -3.613655)  0.052
H (-6.375188, 0.491888, -5.382399)  0.054
H (-8.389445, 1.655092, -4.705126)  0.050
H (-7.217309, 2.927989, -5.099152)  0.044
Br (0.443308, -5.204064, -1.287749)  0.628
C (-1.007010, -5.127644, -2.587685)  -0.673
C (-0.479970, -4.966196, -3.990184)  -0.705
Br (0.086023, -3.142609, -4.323583)  0.635
H (-1.661713, -4.311639, -2.289416)  0.021
H (-1.531458, -6.075209, -2.482292)  0.053
H (-1.268654, -5.159121, -4.714565)  0.052
H (0.367319, -5.612148, -4.197622)  0.041
Br (-1.776431, -3.480252, 2.073306)  0.638
C (-0.316869, -3.937569, 3.264688)  -0.688
C (0.378753, -5.197611, 2.826341)  -0.695
Br (-0.656687, -6.786195, 3.272899)  0.583
H (-0.732011, -4.009102, 4.264780)  0.048
H (0.367051, -3.092110, 3.215703)  0.057
H (1.322898, -5.315535, 3.353414)  0.056
H (0.553920, -5.227437, 1.755596)  0.001
Br (4.844125, 1.413937, 2.456530)  0.745
C (5.854381, 1.969957, 4.018759)  -0.682
C (7.333413, 1.988852, 3.737696)  -0.694
Br (8.085407, 0.194668, 3.713550)  0.603
H (5.586830, 1.296723, 4.826459)  0.048
H (5.501865, 2.972599, 4.251466)  0.056
H (7.866506, 2.512341, 4.528255)  0.054
H (7.570854, 2.441011, 2.780306)  0.047

Cartesian forces (eV/Å) of the 3 atoms listed first:
0.1649 -0.4514 -0.1109
-1.4100 -0.2355 -0.9603
3.0830 1.2041 1.5990


Entry 4:
Molecular formula: C18H37CaO10S2
Method: DFT, wB97M-V/def2-TZVPD

## Properties
Frontier orbital gap, eV: 3.66
Highest occupied orbital energy, eV: -4.02
Net charge: -1

Each line ends with the Löwdin charge.
Element x y z (Å)
Ca (32.084220, 1.877570, -18.325870)  1.599
C (31.364640, -0.307700, -12.487190)  -0.059
C (31.078370, 0.006820, -13.913110)  -0.802
O (32.025500, -0.157240, -14.733530)  -0.156
O (29.951650, 0.462840, -14.286260)  -0.104
H (31.047280, 0.534700, -11.872590)  0.070
H (32.430560, -0.471560, -12.328910)  0.055
H (30.926570, -1.269680, -12.221090)  0.066
C (26.555040, 0.396020, -20.824220)  -0.040
C (27.887570, 0.697020, -20.047630)  -0.804
O (27.895270, 1.729360, -19.332300)  -0.111
O (28.803170, -0.154520, -20.049460)  -0.126
H (25.989870, 1.325530, -20.892740)  0.054
H (25.999210, -0.335160, -20.237240)  0.060
H (26.924870, -0.018400, -21.762080)  0.052
C (33.647430, 6.867500, -15.645250)  -0.104
C (32.443680, 6.120300, -14.984600)  -0.617
C (31.639480, 7.099030, -14.146970)  -0.109
O (31.628810, 5.404090, -15.906250)  -0.345
H (33.446040, 7.893910, -15.951870)  0.050
H (34.046910, 6.371020, -16.529580)  0.044
H (34.501630, 7.040100, -14.990530)  0.046
H (32.834630, 5.342670, -14.328450)  0.098
H (31.196040, 6.619070, -13.274560)  0.062
H (30.882480, 7.672400, -14.682040)  0.067
H (32.133050, 7.951750, -13.680760)  0.051
C (31.289830, 5.765570, -22.108020)  -0.051
C (32.206600, 4.739760, -22.838890)  -0.412
C (33.418400, 5.418110, -23.651620)  -0.046
O (32.801490, 3.893720, -21.816670)  -0.107
H (31.907580, 6.466140, -21.546180)  0.087
H (30.529750, 5.282660, -21.493870)  0.076
H (30.573010, 6.054230, -22.876760)  0.075
H (31.602310, 4.110650, -23.492460)  0.123
H (33.260290, 6.422470, -24.044500)  0.070
H (33.709150, 4.795120, -24.497460)  0.064
H (34.346010, 5.484910, -23.083130)  0.068
H (33.652120, 3.696700, -22.215700)  0.059
C (39.950460, 4.588140, -15.818700)  -0.187
C (39.143250, 3.663900, -14.817880)  -0.196
C (38.807290, 2.310750, -15.573240)  -0.193
S (38.353690, 2.919120, -17.224260)  0.691
O (36.933880, 3.236380, -17.247050)  -0.346
O (38.949910, 2.081540, -18.308960)  -0.365
C (39.205190, 4.474950, -17.174970)  -0.234
H (40.880380, 4.035170, -15.951300)  0.098
H (40.349860, 5.519750, -15.417840)  0.111
H (38.267050, 4.295630, -14.672030)  0.108
H (39.581310, 3.520730, -13.830100)  0.108
H (38.032330, 1.730220, -15.072720)  0.109
H (39.747230, 1.782490, -15.733100)  0.095
H (38.423020, 5.167280, -17.486410)  0.104
H (39.852940, 4.344900, -18.041920)  0.093
C (36.285280, -4.974430, -18.294720)  -0.201
C (34.841630, -4.940710, -17.845080)  -0.243
C (33.913390, -4.382410, -18.925560)  -0.183
S (35.020090, -3.173750, -19.854970)  0.698
O (34.820750, -1.922610, -19.133440)  -0.360
O (34.909880, -3.181440, -21.302770)  -0.339
C (36.625510, -3.836640, -19.375230)  -0.203
H (36.309800, -5.906300, -18.859620)  0.102
H (37.048660, -5.128900, -17.532160)  0.112
H (34.810370, -4.257650, -16.996230)  0.116
H (34.628350, -5.874420, -17.324710)  0.117
H (32.929500, -4.007300, -18.643830)  0.109
H (33.481700, -5.016490, -19.699960)  0.091
H (37.186140, -2.963140, -19.042370)  0.091
H (37.326450, -4.163570, -20.143280)  0.096

Cartesian forces (eV/Å) of the 3 atoms listed first:
-1.3961 0.1155 1.1920
0.5673 -0.3185 0.8112
-1.6345 1.4090 -2.9781


Number 1: energy -60814.7712 eV. Number 2: energy -101063.7265 eV. Number 3: energy -1017965.6253 eV. Number 4: energy -79843.2295 eV.